Entry one
Computed, not measured: a cluster of 2 separate species, C4H14N2O in total, with wB97M-V/def2-TZVPD.

Properties
Spin multiplicity: 1
SMILES: CNCCNC.O

```
21
C4H14N2O (wB97M-V/def2-TZVPD)
C 0.44844 -2.49269 0.91179
N -0.40669 -1.47649 0.33639
C 0.25845 -0.20594 0.17365
C -0.69708 0.95847 0.06649
N -1.77189 0.87721 1.08909
C -1.74916 1.92549 2.07396
H 0.01790 -3.48014 0.75011
H 0.71457 -2.31259 1.96839
H 1.42123 -2.45473 0.39035
H -1.21408 -1.28449 0.92082
H 0.96814 -0.02839 1.01072
H 0.88977 -0.22185 -0.70761
H -0.16348 1.89954 0.23681
H -1.20660 0.98440 -0.89689
H -2.65977 0.71781 0.63816
H -2.48400 1.80271 2.87403
H -0.78596 1.89616 2.59987
H -1.87929 2.93825 1.66383
H 3.38869 -0.02546 -4.58617
H 3.84284 -0.10641 -6.02768
O 3.06800 0.08916 -5.48609
```

Entry two
Computed, not measured: a cluster of 2 separate species, C4H14N2O in total, with wB97M-V/def2-TZVPD.

Properties
Spin multiplicity: 1
SMILES: CN[C@@H](C)CN.O

```
21
C4H14N2O (wB97M-V/def2-TZVPD)
C 0.38553 -0.60052 -2.78877
N 0.54488 -1.03478 -1.42419
C 1.15183 0.72554 0.13789
C 0.23925 -0.54098 -0.10481
C -1.19497 -0.04736 -0.00550
N -1.53052 0.62830 1.26474
H -0.15348 0.34243 -2.75753
H 1.36278 -0.37838 -3.23109
H -0.11797 -1.36474 -3.36099
H 1.14416 -1.83920 -1.37251
H 2.05358 0.41931 0.66765
H 0.72544 1.41426 0.85996
H 1.48028 1.09280 -0.82892
H 0.55933 -1.28037 0.62653
H -1.31759 0.67181 -0.82662
H -1.94338 -0.82031 -0.18541
H -2.54035 0.71792 1.29864
H -1.21001 1.58723 1.23275
H 0.72149 -0.19245 3.99106
H -0.42540 0.02439 3.04590
O 0.06513 0.47512 3.76122
```

Entry three
Computed, not measured: a cluster of 2 separate species, C4H14N2O in total, with wB97M-V/def2-TZVPD.

Properties
Spin multiplicity: 1
SMILES: CNCCCN.O

```
21
C4H14N2O (wB97M-V/def2-TZVPD)
C 0.53759 -0.89136 0.92831
C -0.83906 -0.54085 0.37542
C -0.57761 0.34259 -0.86387
C -0.14559 -0.49598 -3.28088
N 0.22533 -0.30271 -1.87467
N 0.76373 -2.02666 1.99536
H 1.08006 -0.04297 1.37474
H 1.21337 -1.22370 0.16066
H -1.38921 -1.39052 -0.06117
H -1.56235 -0.04959 1.03860
H -0.14378 1.32540 -0.61638
H -1.55818 0.61240 -1.27230
H 0.83485 -0.47934 -3.79643
H -0.63930 -1.40600 -3.65080
H -0.61835 0.43398 -3.60880
H 1.18353 -0.51653 -1.70167
H 0.45337 -1.85931 2.95398
H -0.05664 -2.56025 1.66923
H -0.10937 3.55948 3.93108
H 0.81006 4.20730 3.04058
O 0.53755 3.30459 3.25902
```

Entry four
Computed, not measured: a cluster of 2 separate species, C4H14N2O in total, with wB97M-V/def2-TZVPD.

Properties
Spin multiplicity: 1
SMILES: NCCCCN.O

```
21
C4H14N2O (wB97M-V/def2-TZVPD)
C -0.62484 -0.03205 0.49592
C 0.16387 1.19666 1.01279
C 1.66913 1.12427 0.64347
C 1.88617 1.43244 -0.85605
N 3.13223 0.78786 -1.30400
N -0.74141 -0.90944 1.70247
H -0.32479 -0.47812 -0.44555
H -1.65834 0.30824 0.35036
H 0.27614 1.16404 2.09598
H -0.25227 2.14039 0.65322
H 2.30685 1.79703 1.20491
H 2.08456 0.13434 0.72490
H 1.90787 2.52377 -1.00082
H 1.06588 0.98558 -1.44374
H 2.95840 -0.11909 -1.71144
H 3.55522 1.36118 -2.02454
H -1.57820 -1.47972 1.58146
H -1.00718 -0.37068 2.51760
H -4.12458 -2.11666 -1.32933
H -4.99896 -3.11152 -2.01919
O -4.45244 -3.00095 -1.23883
```

Which is most stable, and by how much? entry one, by 2.3 kcal/mol.

Entry one
Computed, not measured: a cluster of 2 separate species, C2H5N2 in total, with wB97M-V/def2-TZVPD.

Properties
Total charge: +1
Spin multiplicity: 1

```
9
C2H5N2 (wB97M-V/def2-TZVPD)
C -0.67024 0.54260 2.40494
C 0.61514 -0.27039 -1.40710
N -0.19423 0.45298 1.34244
N -0.26534 -0.82062 -0.47704
H -0.99899 0.50769 3.39816
H 1.29067 0.53893 -1.03388
H 1.37804 -1.04038 -1.74256
H 0.01765 0.36750 -2.22413
H -1.17268 -0.27830 -0.26083
```

Entry two
Computed, not measured: the ion C2H5N2 with charge +1, with wB97M-V/def2-TZVPD.

Properties
Total charge: +1
Spin multiplicity: 1
SMILES: C#[N+]NC

```
9
C2H5N2 (wB97M-V/def2-TZVPD)
C 1.39255 1.61864 0.36953
C -1.00111 -0.64943 -0.33600
N 0.81526 0.57928 0.37816
N 0.38097 -0.53517 -0.00615
H 1.63459 2.56954 0.78680
H -1.51627 -0.39511 0.52045
H -1.30693 -0.10908 -1.28892
H -1.23897 -1.60628 -0.56635
H 0.83989 -1.47239 0.14249
```

Which is most stable, and by how much? entry two, by 41.5 kcal/mol.

Entry one
Computed, not measured: a cluster of 3 separate species, C4H13N2O in total, with wB97M-V/def2-TZVPD.

Properties
Total charge: +1
Spin multiplicity: 1

```
20
C4H13N2O (wB97M-V/def2-TZVPD)
C -3.89753 0.28220 0.86435
C -0.28209 -1.33802 0.04478
C 3.03046 -0.17974 -0.76321
C -3.32372 0.26249 -0.28304
N -0.30608 0.11988 -0.17157
N 2.17023 0.92669 -0.31231
O -2.72758 0.28837 -1.28934
H -4.23954 -0.60868 1.35581
H -4.18019 1.21918 1.30969
H 2.48299 1.24676 0.60168
H 0.20344 -1.56486 0.99036
H -1.28776 -1.75203 0.05810
H 0.27627 -1.81045 -0.75982
H 4.07546 0.11808 -0.86042
H 2.97108 -0.99511 -0.04651
H 2.68112 -0.52729 -1.73356
H -0.76404 0.58681 0.61154
H 0.79840 0.52030 -0.25469
H -0.84983 0.33071 -1.01956
H 2.26300 1.70958 -0.95564
```

Entry two
Computed, not measured: a cluster of 2 separate species, C4H13N2O in total, with wB97M-V/def2-TZVPD.

Properties
Total charge: +1
Spin multiplicity: 1

```
20
C4H13N2O (wB97M-V/def2-TZVPD)
C -0.99772 0.50240 -0.32009
C 0.06707 0.50621 -1.50219
C 1.32509 -0.13393 -0.92653
C 1.43427 -1.46115 -0.63640
N 2.19013 0.77391 -0.40139
N -0.63838 1.18613 0.97314
H -1.26837 -0.53428 -0.18182
H -1.91099 1.01002 -0.68913
H 0.37384 1.43579 -1.91937
H -0.32856 -0.15855 -2.30380
H 2.42295 -1.98822 -0.52137
H 0.62204 -2.18591 -0.87475
H 3.08153 0.28887 0.03375
H 2.54102 1.41116 -1.05042
H 0.40752 1.45592 0.85079
H -0.82210 0.63531 1.78207
H -1.16901 2.06752 1.10735
H -3.20729 -1.71523 2.01467
H -1.74478 -1.88305 2.47179
O -2.37827 -1.21293 2.09371
```

Entry three
Computed, not measured: the ion C4H13N2O with charge +1, with wB97M-V/def2-TZVPD.

Properties
Total charge: +1
Spin multiplicity: 1
SMILES: NCC[C@H]([NH3+])CO

```
20
C4H13N2O (wB97M-V/def2-TZVPD)
C -1.57026 1.33652 0.26091
O -1.05853 2.65533 0.00020
C -0.40507 0.43089 -0.16075
C -0.56029 -0.95320 0.39220
C 0.57094 -1.95711 -0.00432
N 1.62383 -1.32444 -0.84935
N 0.88577 1.05982 0.19581
H -1.69432 1.29138 1.34666
H -2.47014 1.11882 -0.29779
H -1.63229 3.39053 0.24763
H -0.45799 0.42299 -1.23882
H -0.78622 -0.96024 1.45717
H -1.41524 -1.44286 -0.07605
H 1.02367 -2.37824 0.88965
H 0.19563 -2.82655 -0.52387
H 2.53154 -1.62480 -0.51768
H 1.58396 -1.69139 -1.79493
H 1.53376 0.68802 -0.51581
H 1.29606 0.68596 1.04985
H 0.80518 2.07856 0.13931
```

Entry four
Computed, not measured: a cluster of 2 separate species, C4H13N2O in total, with wB97M-V/def2-TZVPD.

Properties
Total charge: +1
Spin multiplicity: 1

```
20
C4H13N2O (wB97M-V/def2-TZVPD)
C 2.24680 -2.86887 -1.05770
C -1.57407 3.24425 0.20916
C -1.14081 1.54064 1.86973
C -0.53876 1.01526 -0.41719
N 0.76110 -2.75301 -0.84011
N -0.93773 1.87405 0.48622
O -0.19614 -0.15535 -0.19483
H 2.71966 -3.89662 -1.06056
H 2.47180 -2.39179 -1.94238
H 2.66705 -2.20009 -0.39987
H -1.69350 3.28748 -0.80242
H -2.53609 3.45380 0.82370
H -0.69804 3.85498 0.52811
H -2.17157 1.00336 1.75322
H -0.33979 0.80608 2.30877
H -1.19880 2.38120 2.62876
H -0.42007 1.59870 -1.42148
H 0.22255 -3.13423 -1.58746
H 0.50525 -3.20123 0.06266
H 0.45449 -1.75464 -0.53438
```

Which is most stable, and by how much? entry three, by 15.9 kcal/mol.

Entry one
Computed, not measured: a cluster of 2 separate species, C4H13N2O in total, with wB97M-V/def2-TZVPD.

Properties
Total charge: +1
Spin multiplicity: 1

```
20
C4H13N2O (wB97M-V/def2-TZVPD)
C -2.11842 2.10499 1.35748
C -1.82548 0.62615 1.22317
C -0.66913 0.30345 0.19869
N 1.90351 -0.59254 -0.70306
C 1.77521 0.34879 0.19265
N 0.64284 0.77992 0.67405
H -2.36000 2.34862 2.36175
H -2.92063 2.47150 0.65169
H -1.15712 2.63516 1.24081
H -1.49537 0.39092 2.23953
H -2.78992 0.06315 0.94226
H -0.53238 -0.74500 0.05210
H -1.03226 0.54317 -0.92562
H 2.86576 -0.81138 -0.97195
H 1.04503 -0.95214 -1.12193
H 2.69761 0.79894 0.60644
H 0.64887 1.29702 1.53291
H 0.69063 -3.82363 -2.26434
H 0.56856 -2.64061 -3.22661
O 0.37172 -2.89846 -2.34324
```

Entry two
Computed, not measured: a cluster of 2 separate species, C4H13N2O in total, with wB97M-V/def2-TZVPD.

Properties
Total charge: +1
Spin multiplicity: 1

```
20
C4H13N2O (wB97M-V/def2-TZVPD)
C -0.93944 0.87293 -0.72381
C -0.29060 0.66248 0.59558
C 1.19185 0.57250 0.50411
C 1.97696 -0.47937 0.84129
N 1.74627 1.65172 -0.17226
N -0.65268 -0.25609 -1.68457
H -2.08143 0.85774 -0.61910
H -0.73081 1.80497 -1.24940
H -0.53874 1.44014 1.35641
H -0.64701 -0.25972 1.11000
H 3.04429 -0.52799 0.82538
H 1.45886 -1.44842 0.98560
H 2.74324 1.81803 -0.18672
H 1.38128 2.59318 -0.14410
H 0.25242 -0.20522 -2.17031
H -0.74281 -1.12548 -1.14186
H -1.41142 -0.38841 -2.35922
H -1.77319 -3.33387 1.27838
H -2.37310 -1.85576 1.59380
O -1.61393 -2.39335 1.36081
```

Entry three
Computed, not measured: a cluster of 2 separate species, C4H13N2O in total, with wB97M-V/def2-TZVPD.

Properties
Total charge: +1
Spin multiplicity: 1

```
20
C4H13N2O (wB97M-V/def2-TZVPD)
C -1.56820 0.20211 -0.94230
O -2.88739 0.67762 -1.30434
C -1.78288 -0.70521 0.24452
N -0.49841 -1.41585 0.63007
H -0.85916 1.03220 -0.63909
H -1.15961 -0.43703 -1.78654
H -2.78407 1.18589 -2.12690
H -2.14756 -0.10407 1.12042
H -2.61979 -1.42240 0.15831
H 0.40898 -0.76697 0.42746
H -0.44584 -2.28985 0.10688
H -0.56277 -1.64135 1.60987
C 1.78451 1.16026 1.21664
C 2.45974 0.06550 -0.77134
N 1.71512 0.00588 0.28605
H 0.93951 1.81165 0.93844
H 2.75875 1.69890 1.13619
H 1.67919 0.72385 2.20456
H 2.39730 -0.66511 -1.57974
H 3.17257 0.88398 -0.92914
```

Which is most stable, and by how much? entry one, by 14.3 kcal/mol.